{"formula": "C6H7Cl", "method": "ωB97M-V with the def2-TZVPD basis set", "total_energy_ha": -692.82518, "lumo_ev": -0.393, "e_above_lowest_kcal_mol": 99.8, "homo_ha": -0.3211, "gap_ha": 0.3066, "symbols": ["Cl", "H", "H", "H", "C", "C", "C", "H", "C", "C", "C", "H", "H", "H"], "xyz": [[-3.892, -0.275, 0.078], [-0.137, 2.547, -0.517], [-1.199, -1.727, 0.324], [1.196, -0.805, 1.067], [1.066, 0.791, -0.367], [-0.752, -0.742, -0.188], [-0.101, 1.501, -0.296], [-0.959, -0.960, -1.292], [-2.888, 1.048, 0.199], [-1.335, 0.652, 0.222], [0.714, -0.644, 0.012], [2.188, 1.180, -0.567], [-1.240, 0.676, 1.421], [1.337, -1.357, -0.714]]}